C30H89N5O17 | ωB97M-V with the def2-TZVPD basis set

CARTESIAN COORDINATES (ANGSTROEM)
C -4.19137 6.91002 2.36905
C -2.72476 7.18552 2.34300
C -1.80030 6.05491 2.94621
O -0.44331 6.43438 2.80781
C 0.40244 5.35788 3.27057
N -2.28974 7.39300 0.90829
H -4.39319 6.02470 1.76607
H -4.81444 7.68964 1.93079
H -4.52457 6.72634 3.39049
H -2.47266 8.13637 2.81249
H -1.87876 5.07870 2.46773
H -1.90059 5.76940 3.99336
H 0.14814 4.33113 3.00748
H 0.63384 5.24447 4.32967
H 1.39396 5.51119 2.84457
H -2.84222 8.11449 0.46748
H -1.41114 7.88727 0.97042
C 0.54127 -0.60400 -0.32140
C 0.18610 0.01222 1.02666
C -0.07450 1.52971 0.98492
O 1.02468 2.14709 0.41062
C 0.69833 3.46554 -0.08963
N -1.01775 -0.69431 1.42813
H 1.55306 -0.36970 -0.65228
H -0.11240 -0.40586 -1.17084
H 0.50775 -1.69249 -0.36811
H 0.90758 -0.29593 1.78338
H -0.20334 2.01885 1.95044
H -0.99026 1.76876 0.44425
H 1.65741 3.78993 -0.49342
H 0.34586 4.13100 0.69842
H -0.01154 3.38333 -0.91268
H -1.64127 -0.59450 0.63986
H -1.52941 -0.30156 2.20534
C 0.85134 -7.69807 -3.07214
C 0.75441 -8.05101 -1.58224
C 0.77100 -6.76040 -0.72200
O 1.98271 -6.12412 -0.83425
C 2.14857 -4.93721 -0.04833
N -0.49516 -8.80983 -1.39709
H 1.39042 -6.78131 -3.31099
H -0.18723 -7.56514 -3.37514
H 1.45736 -8.42041 -3.61900
H 1.63610 -8.60994 -1.26867
H 0.63031 -7.12920 0.29402
H -0.10946 -6.13251 -0.85848
H 2.08682 -5.22404 1.00143
H 1.41936 -4.15174 -0.24682
H 3.15026 -4.59004 -0.30170
H -0.69795 -9.13148 -0.46139
H -0.54710 -9.68919 -1.89118
C 2.00783 -4.12866 -4.88344
C 2.21766 -3.75579 -3.43339
C 3.55019 -2.95431 -3.18627
O 3.84746 -2.71059 -1.77597
C 4.82909 -1.79323 -1.45932
N 1.01907 -3.10739 -3.06624
H 1.68872 -3.27665 -5.48373
H 1.21764 -4.87335 -4.97909
H 2.94733 -4.39718 -5.36649
H 2.31370 -4.62369 -2.78099
H 3.70126 -1.99930 -3.68947
H 4.40495 -3.56995 -3.46639
H 4.59056 -0.74657 -1.64828
H 5.79860 -2.12860 -1.82765
H 4.73294 -1.89621 -0.37846
H 0.24847 -3.69742 -3.34577
H 0.90516 -3.21525 -2.06850
C -0.74034 -4.02455 2.33537
C -0.65486 -3.30821 3.76813
C 0.73634 -2.71649 4.03333
O 1.79870 -3.73206 4.02222
C 3.11531 -3.19279 4.16432
N -1.66858 -2.27081 3.87735
H -1.64026 -4.63934 2.35166
H 0.11215 -4.69251 2.21215
H -0.61328 -3.42484 1.43409
H -0.89883 -4.03081 4.54687
H 0.69610 -2.00854 4.86114
H 0.90368 -2.09659 3.15252
H 3.40504 -2.68891 3.24222
H 3.83635 -3.98141 4.37943
H 3.18111 -2.34776 4.84967
H -1.58316 -1.68227 3.06100
H -2.58142 -2.65445 3.67827
O 2.84426 6.69959 0.69559
H 3.14097 5.86974 1.06915
H 2.32591 6.44712 -0.06848
O -2.62060 1.60829 -2.09493
H -2.41086 2.53283 -2.22710
H -3.55821 1.60004 -1.90245
C 0.92067 0.29486 -4.13824
C 0.51640 1.40515 -5.18618
O -0.50137 1.04775 -6.16553
O 1.39760 -0.86729 -4.71046
H 0.16219 0.09053 -3.38256
H 1.75374 0.73974 -3.59402
H 1.37932 1.68358 -5.79112
H 0.09709 2.22489 -4.60283
H -1.35226 0.93959 -5.73437
H 1.38659 -1.48270 -3.97374
C -4.64450 -1.87203 -1.59763
C -4.89547 -0.77129 -0.56977
O -5.70962 -1.19506 0.47071
O -5.75467 -1.92419 -2.42775
H -4.43321 -2.86744 -1.20696
H -3.80672 -1.57172 -2.22695
H -5.29741 0.13601 -1.02071
H -3.92020 -0.53050 -0.14674
H -6.48376 -1.58864 0.06156
H -6.52374 -2.26532 -1.96541
C -1.94279 5.16743 -3.65635
C -2.59150 4.39337 -4.79497
O -3.98176 4.14062 -4.51737
O -1.63438 4.49217 -2.49232
H -2.48747 6.10093 -3.51500
H -0.96379 5.48639 -4.01403
H -2.10261 3.45032 -5.03938
H -2.71636 5.06034 -5.64800
H -4.18794 3.49452 -5.19680
H -2.34441 4.69236 -1.87801
C -1.38961 1.53808 4.72170
C -0.38585 0.53112 5.27722
O -1.15309 -0.50621 5.80855
O -2.15174 1.05238 3.66378
H -0.80036 2.38170 4.36226
H -2.09309 1.86389 5.48790
H 0.26104 1.02334 6.00342
H 0.18812 0.27291 4.38728
H -1.31297 -1.20326 5.16812
H -2.72047 0.33306 3.94791
C 4.33616 3.06594 1.22517
C 4.03304 2.32493 2.56772
O 2.61719 2.42839 2.91105
O 4.20379 4.46097 1.45320
H 3.54533 2.87687 0.49927
H 5.27586 2.71700 0.79702
H 4.61513 2.70094 3.40908
H 4.24332 1.26665 2.41296
H 2.13769 2.23183 2.10295
H 5.09227 4.81166 1.35724

Atomic forces in eV per Å
-0.4337 -0.7241 0.2242
1.6810 0.0367 -1.0114
-0.0118 0.2289 -0.2042
0.7814 -1.1405 0.5368
1.3112 0.4343 -0.5079
0.1968 -0.2779 0.5509
-0.0246 -0.2199 0.0942
0.2756 0.3026 0.1248
-0.1510 -0.0180 -0.0150
-0.1728 -0.1654 0.8126
-0.7018 0.0148 -0.7843
-0.9427 0.6834 0.4567
-0.8219 0.0917 -0.6399
-0.7515 0.8418 0.5623
-0.1013 0.2265 -0.2756
-0.7802 -0.0348 0.0903
0.6748 -0.4149 -0.0428
1.0055 -0.2255 -0.8794
-0.9849 -0.3592 0.2007
0.1470 -0.4090 0.3834
0.6084 1.2189 -0.9348
1.0049 -1.0469 -0.1335
-1.0042 -0.4396 -0.4543
0.0136 0.3092 0.0255
-0.3724 0.9110 0.2436
0.0617 -0.2213 0.9712
0.6013 0.5574 -0.1435
-0.3051 -0.5777 0.6682
-0.1901 -0.3601 -0.4522
-0.1672 0.5044 0.0013
-0.0406 0.0266 0.0250
-0.1667 0.0642 0.1032
-0.4582 -0.2696 -0.1401
0.4061 1.0044 0.0194
0.3297 0.1554 0.2348
0.1258 0.6963 -0.3410
-1.1723 -1.7029 0.8760
0.6406 1.0007 -0.6390
0.4491 -1.1514 -0.1005
-0.3887 0.0911 0.3635
-0.0395 0.3077 0.5963
0.1605 -0.3031 -0.6477
-0.7126 -0.4786 -0.2287
0.1822 -0.0878 0.0192
0.0702 -0.0053 0.6508
-0.0903 0.3685 -0.6979
0.0269 0.2275 0.2376
-0.2212 -0.0423 -0.1916
-0.1981 0.2019 0.1849
0.3742 0.5620 0.5426
0.4561 0.1831 -0.7347
0.9546 0.2607 -0.7350
2.0470 -0.3093 0.0313
0.8079 0.1139 0.8956
-2.6147 -1.0337 -1.3146
-0.2844 -0.3762 1.2372
-1.6437 1.1300 1.7506
-0.2001 0.3205 0.3334
0.3183 -0.2997 -0.0437
-0.0997 -0.7113 0.0393
0.4531 -0.5185 -0.3394
-0.7110 0.0950 -0.4174
-0.1909 -0.4247 -0.7173
0.0277 0.1009 -0.7220
0.2773 0.3949 -0.0202
1.0614 0.3995 0.3172
-0.2756 0.0678 -0.7593
0.2376 0.6668 0.5502
0.9818 -0.4183 1.5274
0.3289 -1.2062 -1.4897
0.4730 -0.3439 -1.5427
-0.9672 0.8746 0.9939
-0.6377 0.7546 -0.7685
-0.2480 0.4143 -0.3072
-0.0972 0.1363 -0.4349
-0.0094 -0.4228 0.4812
-0.7027 0.7333 0.4239
0.2028 -0.3049 -0.1002
0.4645 -0.5613 0.6378
0.2780 0.3825 -0.2560
0.1452 -0.2679 -0.5854
-0.3219 0.0205 0.1610
-0.1853 -0.3714 0.7969
0.6005 0.0437 -0.1479
-0.2653 -0.5604 0.5292
-0.1933 0.6751 -0.1056
0.1967 -0.4900 0.1377
-0.1555 0.0198 -0.1541
0.1063 -0.5059 0.1102
0.2876 0.5083 -0.2110
-0.2774 -0.0288 0.0063
0.1981 1.8184 -0.7465
-1.1504 -1.5139 0.3334
0.7986 -0.0375 0.3592
0.0312 -0.1764 -0.8941
-0.5598 0.1195 -0.2191
0.1167 0.5888 0.3720
-0.0397 0.0927 0.2391
0.5068 0.3852 0.0904
0.0549 -0.0965 0.2659
-0.1735 -0.9888 0.1034
0.1063 1.0687 0.0290
1.8464 -0.5264 0.0209
-0.6738 -0.3427 0.6966
-1.1907 -0.3457 -1.4134
0.1835 0.1380 0.6108
0.0612 -0.0171 -0.0657
-0.0030 -0.0349 -0.4648
0.0005 0.2395 0.3169
-0.3170 0.0105 0.2844
0.0359 -0.1646 -0.0061
0.9471 0.7886 -2.1597
-1.1745 0.6864 0.3722
0.2207 -0.6970 0.5159
-0.7981 -0.8673 1.2258
-0.3203 -0.0916 0.3686
0.0620 0.1387 -0.4802
0.3766 0.1481 -0.0017
1.2771 0.0792 -0.3216
-0.6719 -0.1065 0.1419
0.0341 -0.0739 0.4692
0.6654 0.7753 1.0329
-1.5713 0.7045 -0.9709
0.6980 0.3645 1.7467
-0.1915 -0.3852 -1.4101
-0.2775 0.3135 -0.2239
0.2903 0.2044 0.4034
-0.0021 -0.2557 0.1978
0.5130 -0.5451 0.0561
-0.2748 -0.6976 -0.7981
-0.0428 -0.0242 0.5176
-1.4488 -0.5582 1.3655
-1.3627 -0.1857 -1.2076
1.4303 0.2966 0.2711
1.2740 0.1086 -0.1437
0.0151 -0.7411 0.0225
0.2561 0.4344 0.0908
-0.0723 0.1356 -0.1647
0.3052 -0.1955 0.1013
-0.2892 -0.0511 -0.4614
-0.0474 0.5478 0.1436

## Properties
SMILES: COC[C@H](C)N.COC[C@H](C)N.COC[C@H](C)N.COC[C@H](C)N.COC[C@H](C)N.OCCO.OCCO.OCCO.OCCO.OCCO.O.O
E_HOMO (hartree): -0.3435
DFT total energy (eV): -74803.498
HOMO-LUMO gap (hartree): 0.3535
2S+1: 1

Löwdin atomic charge list, values in e, 5 entries: atom 1 (C): -0.082, atom 2 (C): -0.394, atom 3 (C): -0.193, atom 4 (O): -0.179, atom 5 (C): -0.106